116
Properties=species:S:1:pos:R:3:forces:R:3 method="wB97M-V/def2-TZVPD" multiplicity=5 charge=0 total_energy_ha=-7313.874217 de_lowest_ev=0.000 s_squared=6.005 gap_ev="11.1 / 10.0"
Fe 1.43125 2.25736 -1.04656 -0.113 -0.298 -0.470
B 1.31721 2.49015 -3.72162 0.545 0.564 -1.378
F 1.56184 1.21393 -3.13509 -0.164 0.216 -0.027
F 0.60309 3.23506 -2.69746 0.168 -0.165 0.108
F 2.52893 3.15961 -3.94375 -0.287 -0.456 0.316
F 0.57630 2.41662 -4.87579 -0.061 -0.215 0.462
B 0.06380 -0.00368 -0.19867 -0.651 0.120 0.680
F -0.27042 0.48330 1.09457 0.195 -0.282 -0.527
F 1.45822 -0.16486 -0.33223 -0.335 -0.053 0.052
F -0.67935 -1.12288 -0.47792 0.421 0.155 -0.355
F -0.26830 1.05968 -1.13924 -0.086 -0.220 0.185
O -5.44336 2.99631 1.44804 0.256 1.444 0.068
S -5.58521 1.59629 1.34040 0.272 -0.367 -0.680
O -6.27005 0.86978 2.34394 -0.252 -0.567 0.895
O -6.31654 1.37064 -0.03228 -0.170 0.076 -0.250
C -6.94992 0.10742 -0.26626 -0.609 -1.331 -0.131
C -6.13533 -0.76469 -1.19156 0.071 0.487 -0.669
C -3.98083 0.90555 1.05811 -0.275 0.045 0.372
H -7.90719 0.29200 -0.75094 0.018 0.426 0.056
H -7.18358 -0.39517 0.67203 0.164 0.234 0.130
H -6.65956 -1.67165 -1.49138 -0.160 -0.020 0.288
H -5.15148 -1.05124 -0.82785 0.031 0.049 0.146
H -6.02139 -0.19676 -2.11736 0.326 -0.149 -0.033
H -3.73297 0.99882 0.00905 0.066 -0.087 -0.125
H -4.00818 -0.11867 1.41526 0.205 -0.121 -0.177
H -3.30401 1.50512 1.65516 0.209 -0.089 0.107
O -1.60963 -1.96954 3.96840 -0.064 0.243 0.151
S -0.67016 -2.83298 3.31984 -1.145 -0.239 -0.018
O 0.71748 -2.58081 3.41248 0.987 0.158 0.022
O -0.89057 -4.29861 3.88808 0.183 0.126 0.018
C -2.24565 -4.64781 4.19062 -0.960 -0.301 0.110
C -2.30476 -6.13793 4.38821 0.230 -0.334 0.216
C -1.15350 -2.97823 1.62910 -0.090 -0.298 0.349
H -2.92677 -4.37261 3.37669 0.276 0.087 -0.126
H -2.62381 -4.10735 5.05875 0.431 0.081 0.103
H -2.11930 -6.65014 3.44495 -0.072 -0.100 0.035
H -3.27043 -6.43730 4.79592 -0.113 0.078 -0.221
H -1.56185 -6.48235 5.10931 0.098 0.147 -0.046
H -1.62362 -2.03250 1.40063 0.271 0.160 -0.403
H -1.88852 -3.76786 1.48927 -0.006 -0.055 0.195
H -0.25963 -3.21308 1.06577 -0.027 0.245 -0.269
O 1.93848 2.19604 0.96002 0.126 -0.098 -0.803
S 2.24834 2.55208 2.29806 -0.228 0.223 1.429
O 3.60068 2.59946 2.72381 0.791 -0.098 -0.013
O 1.64544 3.98983 2.47401 -0.134 -0.040 0.023
C 1.76053 4.63317 3.77146 -0.629 0.978 0.152
C 2.04082 6.10758 3.52196 -0.240 -0.575 -0.096
C 1.36137 1.52756 3.43520 0.653 -0.126 -0.607
H 2.47647 4.16323 4.44174 0.192 -0.198 -0.325
H 0.76054 4.58369 4.21461 0.128 -0.315 0.125
H 3.00762 6.26576 3.05389 0.073 0.054 0.048
H 1.96118 6.64347 4.46596 0.129 0.087 -0.017
H 1.25177 6.45451 2.85414 0.145 0.286 -0.036
H 2.08065 0.73365 3.63487 -0.136 -0.073 0.244
H 0.49214 1.09287 2.95642 -0.271 0.234 0.061
H 1.19119 2.13477 4.31613 -0.209 -0.176 0.183
O -0.05609 3.63922 -0.24758 0.467 -0.507 0.465
S -0.79808 4.84954 -0.10245 -0.583 0.227 -0.262
O -0.20859 6.08339 -0.49191 0.120 0.227 0.044
O -2.10804 4.56453 -0.90231 -0.162 0.075 -0.196
C -3.02039 5.66238 -1.17350 -0.568 0.472 0.149
C -4.15407 5.11948 -2.00775 0.149 -0.656 0.027
C -1.39465 4.97779 1.54182 0.685 0.468 0.418
H -2.47421 6.49215 -1.62022 0.087 -0.198 -0.178
H -3.47127 6.02323 -0.24078 0.368 -0.117 0.115
H -4.68277 4.37319 -1.41058 -0.134 0.099 -0.032
H -3.80639 4.60219 -2.90265 0.103 0.249 -0.071
H -4.84990 5.90941 -2.27929 0.037 0.071 -0.003
H -2.13353 4.21847 1.75375 -0.196 -0.077 -0.034
H -1.74206 6.00065 1.67151 -0.403 -0.115 -0.073
H -0.52879 4.88139 2.19804 -0.054 -0.226 -0.126
O 3.78870 -7.56805 0.41047 -0.458 -0.459 0.502
S 4.36173 -6.55964 -0.39807 0.436 0.586 -0.021
O 4.56911 -6.78227 -1.79049 0.145 -0.123 -0.456
O 3.50070 -5.24641 -0.22464 0.200 0.186 0.175
C 3.24764 -4.43202 -1.39125 -0.912 -0.195 -0.342
C 2.84871 -3.04613 -0.97129 0.235 0.365 0.052
C 5.88570 -6.08474 0.35985 -0.222 0.205 -0.106
H 2.41258 -4.91573 -1.90490 0.070 0.083 -0.106
H 4.08320 -4.43389 -2.08868 0.220 -0.032 0.256
H 3.66313 -2.50892 -0.48071 0.037 -0.053 -0.062
H 1.99212 -3.00696 -0.30074 -0.051 -0.205 -0.053
H 2.58512 -2.49893 -1.87932 -0.050 0.093 0.077
H 5.67435 -5.62503 1.32105 -0.079 -0.343 0.186
H 6.39959 -5.33719 -0.23868 0.059 -0.216 -0.271
H 6.42421 -7.02498 0.43769 0.320 0.171 0.152
O -4.53984 -1.00866 -4.01773 -0.585 0.110 -0.518
S -3.23622 -1.28376 -3.53677 0.939 0.643 0.089
O -3.07644 -2.00411 -2.31805 0.023 -0.328 0.521
O -2.44602 -2.03178 -4.68416 -0.161 -0.118 -0.133
C -1.39846 -2.92483 -4.30251 0.539 -1.718 0.206
C -0.06482 -2.27570 -4.01932 0.018 0.988 -0.632
C -2.30914 0.22501 -3.44085 -0.702 -0.242 -0.238
H -1.31472 -3.64328 -5.12119 0.045 0.413 -0.302
H -1.70245 -3.57590 -3.47752 -0.241 0.508 0.180
H 0.19198 -1.63108 -4.86986 0.047 -0.056 0.093
H 0.74296 -2.99977 -3.93342 -0.171 -0.230 0.137
H -0.07092 -1.62809 -3.14173 -0.008 -0.300 0.167
H -1.26198 -0.00833 -3.30386 0.015 0.156 0.317
H -2.77436 0.75432 -2.61478 0.339 0.227 0.161
H -2.45218 0.77513 -4.36705 -0.030 -0.009 -0.043
O 3.40842 1.55691 -1.32908 -0.448 0.506 0.743
S 4.75229 1.21487 -1.69477 0.455 -0.535 -1.169
O 5.70600 2.25716 -1.81813 0.163 0.506 0.251
O 5.28977 0.09391 -0.73881 -0.017 0.228 0.308
C 5.46994 0.49900 0.64566 0.225 -0.200 1.185
C 4.48289 -0.26198 1.52513 0.203 0.396 -0.822
C 4.71967 0.25266 -3.15485 -0.133 -0.367 0.205
H 5.42414 1.58197 0.77711 -0.440 -0.008 -0.314
H 6.48835 0.25428 0.95505 0.027 -0.219 -0.465
H 4.69464 -1.32648 1.44492 -0.023 -0.056 0.237
H 3.47381 -0.09117 1.14797 -0.085 -0.001 0.211
H 4.59240 0.09881 2.54482 -0.091 -0.165 0.094
H 5.72695 -0.14252 -3.25242 0.014 0.042 -0.271
H 4.40826 0.86782 -3.99263 0.075 0.203 0.036
H 4.00785 -0.55713 -3.00853 -0.029 0.016 0.011